[1]
{"formula": "C3H12OSSi2", "method": "ωB97M-V/def2-TZVPD", "species": ["C", "C", "C", "O", "Si", "Si", "S", "H", "H", "H", "H", "H", "H", "H", "H", "H", "H", "H", "H"], "xyz": [[0.6893, -0.0055, -1.9360], [1.7477, -1.2563, 0.6297], [1.0603, 1.8720, 0.5764], [-1.0158, -0.2397, 0.2961], [-2.4570, -0.3250, 1.0236], [0.5675, 0.1292, -0.0425], [-4.1258, -0.1873, -0.3488], [-0.0025, 0.5000, -2.5257], [1.6134, 0.6038, -2.0737], [0.7193, -1.0341, -2.1802], [1.4123, -1.8686, 1.5151], [1.9581, -1.9383, -0.2158], [2.8333, -0.9998, 0.8504], [1.5787, 2.5395, -0.0905], [0.1762, 2.3486, 0.9882], [1.8624, 1.5810, 1.2888], [-2.4297, -1.8036, 1.5632], [-2.7174, 0.7333, 2.0015], [-3.4704, -0.6494, -1.3199]], "smiles": "C[Si](C)(C)O[SiH2]S", "de_lowest_kj_mol": 0.0, "largest_force_ev_per_a": 3.14, "e_homo_ev": -9.53, "e_tot_ha": -1174.016351, "homo_lumo_gap_ev": 10.227, "total_charge": 0}

[2]
{"formula": "C11H26Cl2FeN4", "method": "ωB97M-V/def2-TZVPD", "species": ["Fe", "C", "C", "N", "C", "C", "N", "C", "C", "C", "N", "C", "C", "N", "C", "H", "H", "H", "H", "H", "H", "H", "H", "H", "H", "H", "H", "H", "H", "H", "H", "H", "H", "H", "H", "H", "H", "H", "H", "Cl", "C", "Cl", "H", "H"], "xyz": [[0.1228, -0.0085, 0.0060], [-1.0693, -2.3275, 2.2990], [-0.0770, -1.3023, 2.8220], [-0.1278, 0.0178, 2.0986], [-1.3183, 0.8605, 2.4086], [-1.2504, 2.0839, 1.5181], [-1.1559, 1.6328, 0.0962], [-0.7844, 2.7346, -0.8555], [-1.0266, 2.3186, -2.2963], [-0.0401, 1.2828, -2.8099], [-0.1120, -0.0371, -2.0887], [-1.3100, -0.8653, -2.4080], [-1.2642, -2.0882, -1.5156], [-1.1742, -1.6367, -0.0936], [-0.8188, -2.7432, 0.8597], [-0.9800, -3.2151, 2.9278], [-2.1049, -1.9986, 2.4284], [-0.2272, -1.1099, 3.8854], [0.9405, -1.6798, 2.7015], [0.6844, 0.5382, 2.4383], [-2.2223, 0.2776, 2.2241], [-1.3279, 1.1411, 3.4631], [-2.1091, 2.7428, 1.6509], [-0.3531, 2.6691, 1.7340], [-2.0760, 1.2946, -0.1925], [-1.3673, 3.6182, -0.5899], [0.2680, 2.9785, -0.6845], [-2.0642, 1.9998, -2.4339], [-0.9234, 3.2041, -2.9259], [-0.1818, 1.0935, -3.8751], [0.9802, 1.6492, -2.6788], [0.6966, -0.5665, -2.4227], [-2.2084, -0.2714, -2.2313], [-1.3145, -1.1470, -3.4622], [-2.1303, -2.7362, -1.6540], [-0.3731, -2.6853, -1.7243], [-2.0930, -1.2904, 0.1894], [-1.4062, -3.6217, 0.5878], [0.2330, -2.9953, 0.6967], [2.4392, -0.0043, 0.0203], [4.6567, 0.1044, -0.0454], [5.1376, 1.6347, -0.4117], [4.7508, -0.6383, -0.8293], [4.7800, -0.2118, 0.9840]], "spin_multiplicity": 6, "de_lowest_kj_mol": 0.0, "largest_force_ev_per_a": 1.07, "e_homo_ev": [-19.94, -21.09], "e_tot_ha": -2836.826311, "homo_lumo_gap_ev": [8.870, 8.643], "total_charge": 3}

[3]
{"formula": "C15H12F6NO2S", "method": "ωB97M-V/def2-TZVPD", "species": ["C", "C", "F", "C", "C", "S", "C", "O", "C", "C", "C", "C", "F", "F", "C", "F", "F", "C", "C", "N", "C", "C", "C", "O", "H", "H", "H", "H", "H", "H", "H", "H", "H", "H", "H", "H", "F"], "xyz": [[4.6709, -0.7362, 0.7053], [4.3039, 0.3797, -0.2673], [5.2056, 0.3588, -1.3516], [2.8869, 0.4140, -0.7637], [2.3233, 1.5545, -1.1921], [3.1882, 3.0773, -1.2694], [0.8728, 1.5889, -1.6249], [0.4449, 2.4033, -2.4122], [0.0125, 0.6561, -0.8309], [-1.3006, 0.9411, -0.5228], [-2.0499, 0.0553, 0.2554], [-3.4720, 0.4038, 0.5947], [-4.3802, -0.4743, 0.0591], [-3.6690, 0.3560, 1.9627], [-4.0128, 1.7894, 0.2174], [-3.2633, 2.7733, 0.7746], [-4.0437, 1.9613, -1.1250], [-1.4704, -1.1329, 0.7239], [-2.1771, -2.1491, 1.5933], [-3.1697, -2.9668, 0.8775], [-0.1490, -1.4097, 0.3789], [0.5863, -0.5301, -0.3940], [2.0115, -0.8114, -0.7590], [2.4380, -1.9349, -0.8985], [3.9734, -1.5661, 0.6828], [4.7171, -0.3541, 1.7245], [5.6475, -1.1265, 0.4248], [4.4792, 1.3383, 0.2284], [2.1071, 3.8457, -1.1070], [-1.7150, 1.8631, -0.8972], [-5.0313, 1.8823, 0.5999], [-2.6274, -1.6314, 2.4420], [-1.4141, -2.8060, 2.0132], [-4.0672, -2.9247, 1.3361], [-3.2765, -2.6339, -0.0692], [0.3144, -2.3327, 0.7004], [1.1054, -0.1212, -2.8098]], "largest_force_ev_per_a": 1.48, "e_homo_ev": -5.57, "e_tot_ha": -1781.470224, "homo_lumo_gap_ev": 8.244, "total_charge": -1}

[4]
{"formula": "C33H68FNO16S6", "method": "ωB97M-V/def2-TZVPD", "species": ["C", "O", "C", "C", "O", "C", "F", "O", "C", "C", "N", "C", "C", "C", "O", "H", "H", "H", "H", "H", "H", "H", "H", "H", "H", "H", "H", "H", "H", "H", "H", "H", "H", "H", "H", "C", "C", "C", "S", "O", "O", "C", "H", "H", "H", "H", "H", "H", "H", "H", "C", "C", "C", "S", "O", "O", "C", "H", "H", "H", "H", "H", "H", "H", "H", "C", "C", "C", "S", "O", "O", "C", "H", "H", "H", "H", "H", "H", "H", "H", "C", "C", "C", "S", "O", "O", "C", "H", "H", "H", "H", "H", "H", "H", "H", "C", "C", "C", "S", "O", "O", "C", "H", "H", "H", "H", "H", "H", "H", "H", "C", "C", "C", "S", "O", "O", "C", "H", "H", "H", "H", "H", "H", "H", "H"], "xyz": [[-3.1187, -0.0561, 2.6301], [-3.4825, -1.4870, 2.6074], [-3.8805, -1.7495, 1.2056], [-3.7437, -3.3621, 0.8679], [-3.0085, -3.4389, -0.3859], [-3.8754, -3.3537, -1.5408], [-3.9309, -4.6488, -2.2414], [-3.0822, -3.9496, 2.0118], [-2.3113, -5.1339, 1.6777], [-0.7213, -4.9268, 1.5272], [-0.2454, -3.5309, 1.3210], [0.7283, -3.4430, 0.1514], [1.0789, -1.8659, -0.0991], [2.1984, -1.6968, -1.3036], [-0.0965, -1.0885, -0.5671], [-4.0460, 0.5181, 2.2515], [-2.1968, 0.1930, 1.9746], [-2.8224, 0.1952, 3.7217], [-3.0540, -1.2187, 0.5643], [-4.9206, -1.3229, 0.9446], [-4.8360, -3.7473, 0.7748], [-4.9580, -3.0625, -1.2697], [-3.4599, -2.5407, -2.2704], [-2.4665, -5.8812, 2.5698], [-2.7146, -5.7218, 0.7459], [-0.2829, -5.6253, 0.6989], [-0.2311, -5.3062, 2.5245], [-0.9887, -2.8630, 1.0586], [0.2850, -3.9588, -0.8073], [1.7323, -3.9678, 0.3688], [1.4824, -1.4118, 0.9006], [3.0358, -1.0309, -0.8757], [2.5245, -2.7666, -1.5858], [1.6905, -1.1348, -2.1931], [-0.5735, -1.6938, -1.1867], [-0.5508, 2.3971, -4.7965], [0.3232, 3.1475, -3.7906], [-0.2193, 2.8426, -2.3935], [-0.9867, 1.2300, -2.4958], [-2.4108, 1.3825, -2.2789], [-0.1864, 0.2687, -1.7523], [-0.7032, 0.9879, -4.2406], [-0.1052, 2.3889, -5.7946], [-1.5304, 2.8801, -4.8670], [1.3566, 2.7928, -3.8699], [0.3301, 4.2239, -3.9849], [0.5786, 2.8174, -1.6488], [-0.9843, 3.5633, -2.0952], [-1.5369, 0.4399, -4.6817], [0.2234, 0.4186, -4.3521], [-7.3055, 2.4104, -4.6561], [-6.8168, 2.7395, -3.2449], [-5.3879, 2.2092, -3.1185], [-4.6989, 2.2321, -4.7682], [-4.4498, 0.8694, -5.1820], [-3.6857, 3.2619, -4.8471], [-6.1719, 2.8119, -5.5897], [-8.2311, 2.9383, -4.8985], [-7.4971, 1.3349, -4.7394], [-6.8208, 3.8259, -3.1022], [-7.4671, 2.3063, -2.4805], [-4.7819, 2.8378, -2.4642], [-5.3741, 1.1776, -2.7607], [-6.2495, 2.3601, -6.5790], [-6.1000, 3.8991, -5.6767], [3.8850, -1.2399, 5.6633], [3.1289, -2.5639, 5.7799], [2.4034, -2.7965, 4.4541], [3.3684, -1.9594, 3.2020], [2.5814, -0.8690, 2.6659], [4.0042, -2.9420, 2.3542], [4.5890, -1.2835, 4.3137], [4.5957, -1.1051, 6.4825], [3.1753, -0.4056, 5.6896], [3.8424, -3.3764, 5.9572], [2.4265, -2.5561, 6.6177], [2.3392, -3.8586, 4.2118], [1.4042, -2.3554, 4.4619], [4.9087, -0.3016, 3.9641], [5.4384, -1.9707, 4.3349], [9.0796, -3.0391, 0.1299], [7.9525, -3.5976, -0.7401], [6.9178, -4.2245, 0.1956], [7.0431, -3.3402, 1.7449], [7.5212, -4.2537, 2.7596], [5.8564, -2.5329, 1.9298], [8.3934, -2.2801, 1.2569], [9.7497, -2.3913, -0.4407], [9.6732, -3.8637, 0.5398], [7.4906, -2.7813, -1.3064], [8.3242, -4.3286, -1.4630], [5.9049, -4.1226, -0.1983], [7.1383, -5.2767, 0.3880], [9.0472, -2.0929, 2.1093], [7.9666, -1.3409, 0.8959], [-7.2254, 2.3906, 4.5350], [-7.0144, 1.5789, 5.8137], [-5.5087, 1.3729, 5.9832], [-4.7206, 2.7666, 5.1864], [-3.9767, 2.2834, 4.0451], [-4.1249, 3.6171, 6.1933], [-6.2207, 3.5326, 4.6002], [-8.2501, 2.7617, 4.4544], [-7.0228, 1.7621, 3.6608], [-7.4087, 2.1380, 6.6695], [-7.5415, 0.6219, 5.7767], [-5.2220, 1.3480, 7.0360], [-5.1707, 0.4621, 5.4837], [-6.0446, 4.0057, 3.6337], [-6.5231, 4.2815, 5.3366], [6.0944, 5.2580, -3.7655], [4.8343, 5.9455, -3.2380], [3.6303, 5.2326, -3.8549], [4.1543, 3.5531, -4.1758], [4.1615, 3.3386, -5.6052], [3.4753, 2.6596, -3.2633], [5.8381, 3.7636, -3.6274], [6.9856, 5.5650, -3.2128], [6.2432, 5.5174, -4.8194], [4.7983, 5.8528, -2.1469], [4.8257, 7.0122, -3.4766], [2.7769, 5.2222, -3.1745], [3.3421, 5.6847, -4.8065], [6.5073, 3.1549, -4.2362], [5.8905, 3.4502, -2.5816]], "smiles": "COC[C@@H](OCF)OCCNC[C@@H](C)O.O=S1(=O)CCCC1.O=S1(=O)CCCC1.O=S1(=O)CCCC1.O=S1(=O)CCCC1.O=S1(=O)CCCC1.O=S1(=O)CCCC1", "largest_force_ev_per_a": 9.17, "e_homo_ev": -7.54, "e_tot_ha": -5045.393981, "homo_lumo_gap_ev": 7.930, "total_charge": 0}

[5]
{"formula": "C6H10O", "method": "ωB97M-V/def2-TZVPD", "species": ["C", "C", "C", "C", "C", "C", "O", "H", "H", "H", "H", "H", "H", "H", "H", "H", "H"], "xyz": [[-2.1240, 0.0154, 0.2174], [-1.0333, -0.6027, 0.6541], [-0.1419, -1.5356, -0.1296], [1.3059, -1.1500, 0.0760], [1.8522, 0.0259, -0.2581], [1.1417, 1.0705, -1.0248], [0.1474, 0.8808, -1.6930], [-2.6939, 0.6500, 0.8902], [-2.4862, -0.0677, -0.8025], [-0.7439, 2.1208, 0.7036], [-0.6931, -0.4105, 1.6709], [-0.4022, -1.5297, -1.1927], [-0.2886, -2.5540, 0.2500], [1.9335, -1.8570, 0.6193], [2.8703, 0.2608, 0.0470], [-0.2253, 2.5976, 0.9380], [1.5814, 2.0855, -0.9659]], "smiles": "C=CC/C=C\\C=O.[H][H]", "de_lowest_kj_mol": 218.9, "largest_force_ev_per_a": 0.46, "e_homo_ev": -9.61, "e_tot_ha": -309.759008, "homo_lumo_gap_ev": 9.835, "total_charge": 0}

[6]
{"formula": "C3N2O", "method": "ωB97M-V/def2-TZVPD", "species": ["O", "C", "C", "N", "C", "N"], "xyz": [[0.0197, 1.8899, -0.2108], [-0.0379, 0.7022, -0.0783], [-1.2270, -0.1528, 0.0219], [-1.7737, -1.1647, 0.1435], [1.1104, -0.2208, 0.0194], [1.9085, -1.0538, 0.1044]], "smiles": "N#CC(=O)C#N", "de_lowest_kj_mol": 43.2, "largest_force_ev_per_a": 1.18, "e_homo_ev": -12.82, "e_tot_ha": -299.000206, "homo_lumo_gap_ev": 10.749, "total_charge": 0}